Entry 1:
{"formula": "C35H28Br2N8O9S", "method": "ωB97M-V with the def2-TZVPD basis set", "symbols": ["C", "C", "Br", "C", "Br", "C", "C", "C", "N", "C", "C", "N", "S", "N", "C", "C", "N", "C", "O", "H", "H", "H", "H", "H", "H", "H", "H", "C", "C", "C", "C", "C", "C", "N", "O", "O", "H", "H", "H", "H", "H", "C", "C", "C", "C", "C", "C", "N", "O", "O", "H", "H", "H", "H", "H", "C", "C", "C", "C", "C", "C", "N", "O", "O", "H", "H", "H", "H", "H", "C", "C", "C", "C", "C", "C", "N", "O", "O", "H", "H", "H", "H", "H"], "xyz": [[3.3403, 0.7525, 5.0474], [2.9099, 0.5968, 3.5092], [4.3386, -0.0257, 2.2442], [1.5824, 0.8955, 3.0059], [1.2969, 0.6605, 1.0636], [0.4897, 1.3650, 4.0668], [0.5469, 2.7922, 4.8004], [1.7424, 3.8188, 4.4095], [1.1462, 4.7418, 3.3587], [-0.5299, 3.2342, 5.8590], [-1.7539, 2.3017, 6.2561], [-2.8195, 2.6199, 7.1913], [-3.7708, 1.1788, 7.1360], [-3.0040, 0.1099, 6.0079], [-1.8293, 0.8773, 5.5361], [-0.7414, 0.4504, 4.4820], [-0.8074, -0.8746, 3.7534], [-1.4515, -0.6359, 2.6182], [-1.9354, -0.1670, 1.5508], [3.8245, 1.8060, 5.1479], [4.1434, -0.0096, 5.3804], [2.4658, 0.7199, 5.7869], [2.6054, 3.2547, 3.9031], [2.0433, 4.3881, 5.3637], [1.6956, 5.6127, 3.3120], [0.1513, 4.9182, 3.5642], [-0.4669, 4.2699, 6.3495], [-2.7848, 0.0613, -1.4271], [-3.8137, 0.6521, -2.1554], [-4.6748, -0.1376, -2.9120], [-4.4982, -1.5213, -2.9279], [-3.4643, -2.1177, -2.2061], [-2.6068, -1.3194, -1.4549], [-5.4174, -2.3595, -3.7025], [-6.3019, -1.7993, -4.3389], [-5.2515, -3.5731, -3.6663], [-2.1182, 0.6802, -0.8334], [-3.9464, 1.7292, -2.1308], [-5.4726, 0.3357, -3.4750], [-3.3163, -3.1928, -2.2164], [-1.8007, -1.7737, -0.8870], [-4.5397, -2.8649, 2.4445], [-4.1519, -2.8687, 3.7821], [-4.7652, -3.7336, 4.6834], [-5.7650, -4.5957, 4.2323], [-6.1627, -4.5910, 2.8954], [-5.5454, -3.7204, 2.0020], [-6.3964, -5.5261, 5.1722], [-6.0345, -5.4887, 6.3425], [-7.2469, -6.2910, 4.7338], [-4.0545, -2.1918, 1.7424], [-3.3682, -2.1984, 4.1217], [-4.4534, -3.7261, 5.7226], [-6.9428, -5.2546, 2.5367], [-5.8455, -3.7108, 0.9588], [1.4288, -3.6388, -4.4579], [0.7674, -3.0778, -3.3686], [0.9711, -1.7405, -3.0426], [1.8381, -0.9712, -3.8190], [2.5091, -1.5298, -4.9067], [2.3010, -2.8689, -5.2231], [2.0362, 0.4438, -3.4948], [1.4448, 0.8942, -2.5218], [2.7794, 1.0977, -4.2181], [1.2628, -4.6817, -4.7126], [0.0897, -3.6835, -2.7750], [0.4492, -1.3160, -2.1912], [3.1890, -0.9405, -5.5134], [2.8159, -3.3127, -6.0693], [4.7077, 3.1413, -5.3723], [5.5267, 2.0180, -5.4544], [6.8715, 2.1586, -5.7842], [7.3878, 3.4320, -6.0260], [6.5704, 4.5597, -5.9528], [5.2261, 4.4089, -5.6250], [8.8087, 3.5874, -6.3488], [9.4918, 2.5725, -6.4228], [9.2339, 4.7233, -6.5226], [3.6607, 3.0283, -5.1093], [5.1165, 1.0326, -5.2578], [7.4986, 1.2751, -5.8446], [6.9620, 5.5534, -6.1441], [4.5820, 5.2803, -5.5624]], "forces_ev_per_angstrom": [[0.61, 0.60, -0.40], [-2.94, 0.47, -0.38], [-1.39, 0.72, 1.57], [3.07, -0.67, 2.46], [-0.28, 0.47, 1.80], [-3.70, 0.08, 2.21], [-2.16, -0.89, 1.62], [-1.67, -0.34, -0.08], [0.49, -0.45, 0.93], [0.83, -2.48, -2.15], [0.87, -0.22, -0.95], [2.28, -4.17, -3.71], [2.55, 0.27, -1.77], [2.91, 4.72, 0.20], [-0.96, 0.68, 1.23], [2.10, 2.59, -0.41], [-3.34, 2.19, -3.97], [0.28, 3.35, -1.37], [2.72, -3.86, 6.68], [-0.74, -1.79, -0.13], [-1.44, 1.14, -0.86], [1.09, -0.07, -1.40], [-1.27, 0.84, 1.11], [-0.20, -1.04, -1.37], [-0.67, -0.57, 0.05], [0.94, 0.16, -0.04], [0.03, -1.81, -0.90], [0.03, 0.07, -0.03], [0.07, -0.31, 0.00], [-0.05, 0.02, -0.02], [0.51, 0.53, 0.47], [0.05, -0.08, 0.03], [-0.24, 0.14, -0.19], [-0.52, -0.41, -0.45], [0.62, -0.36, 0.44], [-0.07, 0.77, 0.00], [-0.09, -0.10, -0.10], [-0.01, -0.16, -0.04], [0.06, -0.28, 0.03], [-0.21, 0.15, -0.13], [-0.13, 0.03, -0.05], [-0.02, -0.05, 0.04], [-0.17, -0.13, -0.16], [0.02, -0.02, 0.07], [0.42, 0.58, -0.58], [-0.05, -0.05, -0.05], [0.10, 0.02, 0.25], [-0.34, -0.50, 0.53], [-0.22, 0.00, -0.78], [0.55, 0.52, 0.26], [-0.09, -0.06, 0.07], [-0.14, -0.11, 0.07], [-0.18, -0.15, -0.14], [0.12, 0.03, 0.26], [0.00, -0.04, 0.15], [0.01, 0.04, 0.01], [0.18, 0.15, -0.17], [-0.04, 0.02, 0.05], [-0.13, -0.84, -0.20], [0.04, 0.03, -0.05], [-0.15, 0.09, 0.23], [0.00, 0.58, 0.27], [0.41, -0.27, -0.64], [-0.53, -0.48, 0.49], [0.03, 0.15, 0.04], [0.09, 0.12, -0.05], [0.17, 0.12, -0.19], [-0.17, 0.06, 0.20], [-0.05, 0.11, 0.11], [-0.05, 0.09, -0.04], [0.14, 0.28, -0.08], [0.01, -0.05, 0.01], [-0.83, -0.10, 0.21], [0.01, 0.10, 0.00], [0.21, -0.29, -0.03], [0.72, 0.07, -0.17], [-0.46, 0.66, 0.05], [-0.29, -0.73, 0.10], [0.21, 0.01, -0.04], [0.08, 0.16, -0.01], [0.07, 0.28, -0.03], [0.14, -0.26, 0.00], [0.13, -0.09, -0.02]], "lowdin_charge": [-0.128, -0.647, 0.603, -0.616, 0.679, -0.073, -0.091, -0.228, -0.025, 0.039, -0.281, -0.253, 0.920, -0.254, -0.196, -0.092, 0.113, -0.182, 0.057, 0.088, 0.087, 0.087, 0.097, 0.117, 0.068, 0.061, 0.108, -0.074, -0.056, 0.002, -0.146, -0.003, -0.083, -0.345, 0.073, 0.068, 0.098, 0.111, 0.120, 0.117, 0.101, -0.069, -0.065, 0.005, -0.144, -0.001, -0.064, -0.344, 0.070, 0.071, 0.092, 0.075, 0.120, 0.120, 0.108, -0.066, -0.061, 0.002, -0.136, 0.002, -0.062, -0.320, 0.056, 0.055, 0.110, 0.108, 0.103, 0.115, 0.111, -0.069, -0.065, 0.000, -0.148, -0.004, -0.062, -0.345, 0.067, 0.068, 0.089, 0.091, 0.118, 0.118, 0.108], "orbital_gap_ev": 7.001}

Entry 2:
{"formula": "C35H28ClFO4PTc", "method": "ωB97M-V with the def2-TZVPD basis set", "symbols": ["Tc", "O", "C", "C", "C", "C", "C", "C", "C", "P", "C", "C", "C", "C", "C", "C", "C", "C", "C", "C", "C", "C", "H", "H", "H", "H", "H", "H", "H", "H", "H", "H", "H", "H", "H", "H", "C", "C", "C", "C", "Cl", "C", "C", "C", "O", "C", "C", "O", "O", "H", "H", "H", "H", "H", "H", "H", "H", "F", "C", "C", "C", "C", "C", "C", "C", "H", "H", "H", "H", "H", "H"], "xyz": [[0.6172, -0.8334, 0.8518], [3.1898, 0.3775, 1.3523], [2.1909, 0.4080, 0.5948], [2.0209, 1.3447, -0.5721], [3.0072, 2.2743, -0.8135], [2.8404, 3.1838, -1.8524], [1.6589, 3.1461, -2.6030], [0.6181, 2.2559, -2.3532], [0.8124, 1.3397, -1.3230], [-0.5495, 0.1984, -0.9288], [-1.9655, 1.3569, -0.8497], [-3.1010, 1.1880, -1.6307], [-4.0795, 2.1671, -1.7310], [-3.9898, 3.3406, -1.0155], [-2.9032, 3.4564, -0.1398], [-1.9143, 2.4847, -0.0699], [-0.8098, -0.8354, -2.3771], [-1.9251, -1.6749, -2.3741], [-2.0978, -2.6196, -3.3738], [-1.2137, -2.6394, -4.4802], [-0.1953, -1.6994, -4.5153], [0.0291, -0.8130, -3.4755], [3.8662, 2.1501, -0.1596], [3.6411, 3.8844, -2.0840], [1.5811, 3.8546, -3.4198], [-0.2617, 2.2588, -2.9309], [-3.2028, 0.2826, -2.2018], [-4.9185, 2.0122, -2.4079], [-4.7557, 4.0787, -1.1126], [-2.8157, 4.3741, 0.4829], [-1.0532, 2.6159, 0.5826], [-2.6221, -1.5940, -1.5333], [-2.8631, -3.3715, -3.2812], [-1.3524, -3.3607, -5.2626], [0.5320, -1.6651, -5.3276], [0.8164, -0.0575, -3.5511], [-1.9319, 2.5505, 4.0914], [-2.2481, 1.1306, 3.6039], [-3.5588, 0.6717, 3.7698], [-3.9832, -0.5165, 3.1301], [-5.5889, -1.0264, 3.0089], [-3.0280, -1.3445, 2.4829], [-1.7515, -0.8674, 2.2562], [-1.3457, 0.3660, 2.7954], [-0.0072, 0.8016, 2.6028], [0.8766, 0.5922, 3.7144], [1.5308, -0.8681, 3.6792], [2.3491, -1.1807, 4.5398], [1.1040, -1.7121, 2.7588], [-2.8438, 3.1656, 4.1955], [-1.2271, 3.0713, 3.3997], [-1.4325, 2.5830, 5.0651], [-4.2758, 1.2507, 4.3476], [-3.3024, -2.3305, 2.1114], [-0.9859, -1.5086, 1.7319], [0.3581, 0.6207, 4.6979], [1.7235, 1.3490, 3.6885], [6.6643, -3.4917, -0.8343], [5.4063, -3.1198, -0.6166], [4.8886, -3.2761, 0.6644], [3.5696, -3.0103, 0.8155], [2.7624, -2.6214, -0.2971], [1.3200, -2.4510, -0.0976], [3.3361, -2.3529, -1.5603], [4.6980, -2.5660, -1.6911], [5.4794, -3.5531, 1.5464], [3.0488, -3.1827, 1.7660], [0.9162, -3.2359, 0.5785], [0.7117, -2.5044, -1.0079], [2.7615, -2.0307, -2.4209], [5.1739, -2.2720, -2.6297]], "forces_ev_per_angstrom": [[1.01, -0.82, 3.70], [-3.56, 0.06, -2.43], [3.37, 0.67, 1.12], [-1.25, -0.31, 0.20], [0.26, -0.18, -0.14], [-0.03, -0.40, 0.19], [0.39, 0.56, -0.33], [1.97, 0.04, 1.06], [0.28, 0.01, 0.12], [-0.01, 1.34, -1.13], [-0.62, -0.76, -0.22], [0.05, -0.38, -0.45], [-0.36, -0.32, -0.50], [0.99, -0.78, 0.62], [-0.18, 1.27, 0.45], [0.58, 0.78, 0.80], [-0.58, 0.33, -0.08], [0.12, -0.51, 0.54], [0.69, 0.11, -0.63], [-0.52, 0.52, 1.32], [0.73, -0.19, -0.59], [0.16, 0.40, 0.07], [0.19, 0.59, -0.32], [-0.34, -0.06, -0.02], [-0.17, -0.03, 0.01], [-0.96, 0.08, -0.59], [-0.18, 0.06, -0.27], [0.18, -0.07, 0.17], [-0.17, 0.48, 0.10], [0.01, -0.84, -0.48], [-0.14, 0.25, 0.03], [0.19, -0.43, -0.25], [-0.30, 0.06, -0.12], [0.06, -0.16, -0.21], [-0.43, -0.14, -0.04], [-0.09, -0.51, 0.06], [0.63, 0.11, -0.27], [0.44, 0.39, -0.89], [-0.27, -1.06, -0.86], [2.31, -0.09, -0.10], [-0.93, -0.03, 0.44], [-0.58, 0.56, -0.27], [0.83, 0.58, 0.51], [-0.65, 0.27, 1.23], [-0.93, -0.28, -0.47], [1.60, -1.03, 0.84], [1.12, -0.19, 1.59], [-1.54, 0.95, -1.44], [-0.18, 1.31, -1.56], [0.37, -0.46, -0.21], [-0.60, -0.44, 0.34], [-0.07, -0.26, -0.03], [0.13, -0.02, -0.23], [-0.14, 0.34, 0.02], [-1.68, -0.07, 1.06], [0.12, 0.31, -0.77], [-1.24, -0.88, -0.10], [0.54, 0.10, -0.04], [-0.01, 0.51, -0.38], [0.87, -0.02, 0.02], [-2.42, 0.16, -0.65], [0.79, 0.24, -0.06], [-1.10, -1.10, -0.16], [0.26, -0.37, 1.48], [0.17, -0.09, -0.01], [0.00, -0.10, -0.75], [0.39, 0.24, -0.29], [0.11, 0.25, -0.05], [0.28, -0.08, -0.25], [-0.15, 0.08, 0.18], [0.18, -0.55, 0.38]], "lowdin_charge": [1.368, 0.063, -0.344, -0.198, 0.000, -0.020, -0.032, -0.068, -0.308, 1.033, -0.338, -0.073, -0.059, -0.049, -0.050, -0.103, -0.387, -0.121, -0.039, -0.033, -0.062, -0.085, 0.131, 0.122, 0.117, 0.110, 0.083, 0.119, 0.109, 0.125, 0.110, 0.113, 0.111, 0.110, 0.119, 0.110, -0.023, -0.167, -0.028, -0.672, 0.747, -0.087, -0.071, -0.228, -0.187, -0.062, -0.566, 0.084, -0.170, 0.089, 0.089, 0.085, 0.125, 0.115, 0.057, 0.146, 0.158, 0.085, -0.264, 0.010, -0.032, -0.290, -0.251, -0.033, 0.003, 0.140, 0.124, 0.099, 0.061, 0.106, 0.125], "multiplicity": 4, "charge": 1, "orbital_gap_ev": [7.153, 6.050], "e_above_lowest_kj_mol": 0.0}

Entry 3:
{"formula": "C35H28F3N3O3PdSSb", "method": "ωB97M-V with the def2-TZVPD basis set", "symbols": ["Pd", "O", "S", "O", "N", "C", "C", "C", "C", "C", "C", "C", "C", "N", "C", "C", "C", "C", "C", "C", "C", "H", "H", "H", "H", "H", "H", "H", "H", "H", "H", "H", "C", "C", "N", "O", "H", "H", "H", "H", "H", "F", "C", "C", "C", "C", "C", "C", "Sb", "C", "C", "C", "C", "F", "C", "C", "C", "C", "C", "C", "F", "C", "C", "H", "H", "H", "H", "H", "H", "H", "H", "H", "H", "H", "H"], "xyz": [[-0.2168, -0.4729, -0.6364], [-0.3316, -2.8930, -0.7547], [-1.7767, -2.8015, -0.4924], [-2.6921, -3.5038, -1.3289], [-2.0099, -1.2077, -0.5061], [-3.0173, -0.4402, -1.1104], [-4.3294, -0.7820, -1.3015], [-5.2271, 0.1642, -1.8441], [-4.8341, 1.4303, -2.1723], [-3.4822, 1.8053, -1.9995], [-2.9582, 3.0839, -2.3021], [-1.6308, 3.3455, -2.1097], [-0.7881, 2.3251, -1.6385], [-1.2476, 1.1282, -1.3612], [-2.5839, 0.8498, -1.4987], [-2.0001, -3.2974, 1.1847], [-3.2830, -3.2510, 1.7172], [-3.4775, -3.6251, 3.0348], [-2.3983, -4.0407, 3.8072], [-1.1243, -4.0890, 3.2630], [-0.9176, -3.7181, 1.9407], [-4.6775, -1.7722, -1.0440], [-6.2581, -0.1297, -1.9883], [-5.5387, 2.1482, -2.5700], [-3.6216, 3.8501, -2.6834], [-1.2097, 4.3176, -2.3216], [0.2735, 2.4824, -1.4902], [-4.1195, -2.9347, 1.1065], [-4.4712, -3.5957, 3.4611], [-2.5555, -4.3311, 4.8377], [-0.2876, -4.4179, 3.8648], [0.0667, -3.7586, 1.4954], [3.9024, 0.1524, -1.8569], [2.5628, -0.4489, -1.5764], [2.3442, -1.7106, -1.9306], [1.6948, 0.2564, -1.0089], [4.5622, -0.5221, -2.3963], [4.3625, 0.4246, -0.9064], [3.7616, 1.0657, -2.4329], [3.0661, -2.2349, -2.3942], [1.4473, -2.1625, -1.7812], [-2.4047, -1.7685, 7.3045], [-1.7235, -1.4445, 6.1958], [-2.4249, -0.9993, 5.0919], [-1.7134, -0.6862, 3.9442], [-0.3241, -0.7926, 3.9143], [0.3498, -1.2490, 5.0433], [-0.3481, -1.5801, 6.1953], [0.6658, -0.3830, 2.0889], [0.7015, 1.7453, 2.1055], [-0.3851, 2.4739, 2.5826], [-0.4386, 3.8529, 2.4360], [0.6134, 4.4873, 1.8043], [0.5687, 5.8197, 1.6498], [1.7133, 3.7993, 1.3277], [1.7460, 2.4206, 1.4782], [2.6945, -0.7590, 2.5584], [3.3976, 0.0052, 3.4890], [4.7332, -0.2546, 3.7535], [5.3524, -1.2861, 3.0710], [6.6437, -1.5394, 3.3192], [4.6902, -2.0633, 2.1403], [3.3532, -1.7888, 1.8890], [-3.5025, -0.9183, 5.1373], [-2.2620, -0.3727, 3.0612], [1.4284, -1.3534, 5.0355], [0.1556, -1.9353, 7.0840], [-1.2033, 1.9732, 3.0878], [-1.2710, 4.4346, 2.8078], [2.5221, 4.3424, 0.8572], [2.6028, 1.8733, 1.1026], [2.9064, 0.8194, 4.0098], [5.2968, 0.3257, 4.4714], [5.2175, -2.8631, 1.6379], [2.8207, -2.3939, 1.1632]], "forces_ev_per_angstrom": [[0.29, 0.25, 0.29], [-0.12, -0.12, -0.04], [0.18, -0.15, 0.04], [-0.10, 0.03, -0.03], [-0.02, 0.18, 0.19], [0.03, -0.13, -0.01], [-0.04, -0.02, 0.02], [-0.03, -0.06, 0.01], [0.01, 0.02, -0.01], [0.03, -0.02, 0.01], [0.01, 0.00, 0.00], [-0.01, 0.06, -0.01], [0.02, -0.04, -0.01], [-0.08, 0.01, -0.15], [0.06, 0.10, -0.01], [0.00, 0.01, -0.07], [-0.05, -0.01, 0.02], [0.00, -0.02, -0.03], [0.04, -0.05, -0.03], [-0.03, -0.04, 0.02], [0.02, 0.03, 0.00], [-0.01, 0.00, -0.01], [0.01, -0.01, 0.00], [0.00, 0.00, 0.00], [0.00, 0.00, 0.00], [-0.01, 0.00, 0.00], [-0.01, 0.00, 0.00], [0.00, -0.01, 0.00], [0.00, -0.01, 0.00], [0.00, 0.00, 0.00], [0.00, 0.00, 0.00], [0.00, -0.01, -0.01], [0.01, 0.02, 0.06], [-0.09, -0.02, 0.04], [-0.02, 0.05, -0.01], [0.00, -0.04, -0.10], [0.00, 0.00, 0.00], [0.00, 0.00, 0.00], [0.00, 0.00, 0.00], [-0.01, -0.01, -0.01], [0.02, -0.01, 0.07], [-0.02, -0.01, 0.02], [0.03, 0.03, -0.04], [0.02, 0.04, 0.03], [0.01, 0.05, 0.01], [-0.04, -0.02, -0.05], [0.02, 0.03, 0.00], [-0.02, -0.01, 0.02], [-0.04, -0.08, -0.25], [-0.02, -0.03, 0.02], [0.00, -0.01, 0.01], [0.01, 0.02, 0.00], [0.00, -0.03, 0.00], [0.00, 0.01, 0.00], [0.00, 0.02, 0.00], [0.00, 0.01, 0.00], [-0.01, -0.01, -0.01], [-0.01, 0.02, -0.01], [0.02, 0.00, 0.00], [-0.02, 0.00, 0.00], [0.01, 0.00, 0.00], [0.01, 0.00, 0.00], [-0.01, 0.01, 0.03], [0.00, 0.00, 0.00], [0.00, -0.01, 0.00], [0.00, 0.00, 0.00], [0.00, 0.00, 0.00], [0.00, 0.00, 0.00], [0.00, 0.00, 0.00], [0.00, 0.00, 0.00], [0.00, 0.00, 0.00], [0.00, 0.00, 0.00], [0.00, 0.00, 0.00], [0.00, 0.00, 0.00], [-0.02, -0.02, -0.02]], "lowdin_charge": [0.834, -0.388, 0.615, -0.236, -0.247, -0.236, 0.001, -0.047, -0.023, -0.143, 0.023, -0.023, -0.085, -0.003, -0.149, -0.292, -0.053, -0.061, -0.065, -0.061, -0.080, 0.109, 0.116, 0.120, 0.129, 0.116, 0.115, 0.112, 0.117, 0.118, 0.117, 0.102, 0.030, -0.528, 0.220, -0.157, 0.089, 0.098, 0.102, 0.128, 0.080, 0.078, -0.281, -0.011, -0.145, -0.385, -0.103, 0.007, 1.566, -0.384, -0.109, 0.001, -0.283, 0.073, -0.004, -0.135, -0.397, -0.116, 0.009, -0.277, 0.081, -0.003, -0.135, 0.128, 0.103, 0.096, 0.126, 0.092, 0.124, 0.123, 0.093, 0.112, 0.127, 0.123, 0.088], "charge": 1, "orbital_gap_ev": [7.174, 7.173], "e_above_lowest_kj_mol": 90.6}